Record 1
An isolated molecule of C6H6N4O, computed with ωB97M-V/def2-TZVPD.

Structure (XYZ):
```
17
Properties=species:S:1:pos:R:3:nbo_charge:R:1
C -2.35 -1.02 0.03 -0.66
C -1.34 0.11 0.04 0.40
C -0.34 2.10 -0.02 -0.04
C 0.69 1.23 0.07 0.00
C 2.13 1.16 -0.13 0.00
C 0.68 -1.21 -0.04 0.79
H -3.30 -0.54 -0.31 0.24
H -2.42 -1.47 1.03 0.24
H -2.06 -1.73 -0.79 0.26
H -0.41 3.21 -0.01 0.23
H 2.67 2.15 -0.24 0.22
H 2.55 -2.05 0.21 0.42
N -1.53 1.39 0.05 -0.46
N 2.83 0.03 0.00 -0.20
N 2.08 -1.09 0.22 -0.46
N -0.01 -0.01 0.04 -0.39
O 0.14 -2.28 -0.15 -0.59
```

Its SMILES is Cc1ncc2cn[nH]c(=O)n12. The HOMO energy is -0.3221 Ha. The calculation puts the gap between HOMO and LUMO at 9.1 eV. The net charge is 0. Its energy above the lowest of the compared OMol25 structures with the same formula, charge and spin is 27.7 kcal/mol.


Record 2
A cluster of 2 separate species, C4H12OS in total, computed with ωB97M-V/def2-TZVPD.

Structure (XYZ):
```
18
Properties=species:S:1:pos:R:3:nbo_charge:R:1
C 1.03 0.56 -2.28 -0.79
C 1.73 2.00 0.01 -0.84
S 1.72 2.14 -1.75 0.91
H 1.78 -0.23 -2.12 0.29
H 0.12 0.45 -1.68 0.30
H 0.94 0.70 -3.35 0.27
H 0.75 1.66 0.34 0.28
H 1.98 2.96 0.45 0.28
H 2.47 1.26 0.35 0.29
C -0.99 -1.67 0.72 -0.07
C -1.42 -0.95 1.98 -0.65
O -1.70 -1.15 -0.45 -0.75
H 0.04 -1.47 0.44 0.16
H -1.18 -2.74 0.73 0.19
H -1.49 -1.57 2.87 0.24
H -2.63 -1.35 -0.32 0.47
H -2.39 -0.46 1.87 0.23
H -0.75 -0.11 2.17 0.20
```

As for the spin multiplicity: 2. The HOMO energy (spin up / spin down) is -0.4961 / -0.4960 Ha. The calculation puts the gap between HOMO and LUMO (spin up / spin down) at 10.3 / 5.1 eV. The net charge is +1. Its energy above the lowest of the compared OMol25 structures with the same formula, charge and spin is 15.0 kcal/mol. Its expectation value of S² is 0.753.


Record 3
A cluster of 2 separate species, C4H7N2O in total, computed with ωB97M-V/def2-TZVPD.

Structure (XYZ):
```
14
Properties=species:S:1:pos:R:3:nbo_charge:R:1
C -0.94 -1.27 0.17 0.59
C 0.38 -1.89 0.09 -0.75
C -0.29 1.33 0.81 -0.62
C -1.05 0.33 -0.05 -0.18
N -3.43 0.29 -0.62 0.38
N -2.37 0.50 -0.41 0.13
O -1.91 -1.91 0.42 -0.46
H 0.45 -2.77 0.66 0.29
H 1.28 -1.34 0.09 0.25
H 0.36 -2.35 -0.90 0.28
H 0.69 1.01 0.84 0.26
H -0.34 2.22 0.27 0.25
H -0.64 1.57 1.87 0.27
H -0.48 0.27 -1.38 0.31
```

The HOMO energy is -0.5640 Ha. The calculation puts the gap between HOMO and LUMO at 9.7 eV. The net charge is +1. Its energy above the lowest of the compared OMol25 structures with the same formula, charge and spin is 93.7 kcal/mol.


Record 4
A cluster of 12 separate species, H24O12 in total, computed with ωB97M-V/def2-TZVPD.

Structure (XYZ):
```
36
Properties=species:S:1:pos:R:3:nbo_charge:R:1
H 0.67 -0.83 0.22 0.46
H 0.38 0.72 0.57 0.50
H -2.16 -2.23 -2.11 0.48
H -2.06 -1.76 -3.58 0.46
H -3.27 -0.99 -0.43 0.48
H -2.37 -2.25 -0.15 0.50
H -0.43 -3.82 2.38 0.46
H -0.03 -2.51 1.80 0.44
H -0.04 3.68 -2.41 0.47
H -0.51 2.96 -1.18 0.45
H 4.44 1.71 2.22 0.47
H 3.70 2.02 0.87 0.48
H 1.36 -2.27 0.36 0.45
H 1.36 -3.16 -1.04 0.50
H -2.84 -0.31 3.24 0.46
H -1.99 0.22 4.35 0.46
H -1.60 1.85 0.28 0.44
H -1.56 0.48 0.71 0.48
H 3.95 0.35 -0.79 0.46
H 3.02 -0.85 -0.54 0.49
H -3.02 2.83 -0.03 0.46
H -4.13 2.24 -0.96 0.47
H 2.75 -0.11 -2.86 0.47
H 1.89 -0.05 -1.60 0.50
O 0.58 0.13 -0.14 -0.98
O -1.87 -2.42 -3.02 -0.97
O -2.47 -1.37 -0.61 -0.95
O -0.49 -2.87 2.54 -0.91
O 0.04 3.72 -1.39 -0.92
O 3.72 2.20 1.87 -0.95
O 1.36 -2.28 -0.67 -0.94
O -1.94 -0.18 3.55 -0.92
O -1.27 1.30 0.99 -0.91
O 3.74 -0.37 -0.18 -0.97
O -3.58 2.99 -0.79 -0.93
O 2.50 -0.59 -2.06 -0.96
```

Its SMILES is O.O.O.O.O.O.O.O.O.O.O.O. The HOMO energy is -0.3711 Ha. The calculation puts the gap between HOMO and LUMO at 9.7 eV. The net charge is 0. Its energy above the lowest of the compared OMol25 structures with the same formula, charge and spin is 123.9 kcal/mol.


Record 5
A cluster of 7 separate species, C31H50INO15 in total, computed with ωB97M-V/def2-TZVPD.

Structure (XYZ):
```
98
Properties=species:S:1:pos:R:3:lowdin_charge:R:1
C 2.55 3.15 2.35 -0.13
C 1.40 3.04 1.32 -0.27
C 1.21 1.66 0.70 -0.70
I 1.05 0.15 2.25 0.95
O 2.32 1.26 -0.10 -0.11
C 2.72 2.23 -1.00 -0.50
O 1.95 2.69 -1.85 0.07
N 4.08 2.58 -0.82 0.10
C 4.52 3.79 -1.52 -0.18
C 4.25 5.11 -0.75 -0.15
C 2.93 5.79 -1.15 -0.25
O 2.78 6.96 -0.32 -0.08
H 2.21 2.95 3.37 0.07
H 2.94 4.18 2.33 0.07
H 3.40 2.49 2.10 0.04
H 1.51 3.81 0.53 0.09
H 0.45 3.29 1.83 0.10
H 0.26 1.58 0.17 0.09
H 4.24 2.67 0.18 0.11
H 5.61 3.70 -1.66 0.12
H 4.08 3.83 -2.53 0.12
H 5.06 5.81 -1.01 0.12
H 4.30 4.96 0.34 0.10
H 2.97 6.11 -2.20 0.12
H 2.06 5.13 -0.99 0.09
H 2.32 7.63 -0.81 0.07
O -2.40 -1.33 -3.82 0.11
C -1.54 -0.54 -4.08 -0.49
O -0.99 0.27 -3.15 0.03
C -0.06 1.18 -3.78 -0.14
C 0.33 0.51 -5.09 -0.15
C -0.93 -0.26 -5.44 -0.08
H -0.57 2.13 -3.94 0.13
H 0.79 1.35 -3.12 0.09
H 0.65 1.21 -5.85 0.12
H 1.15 -0.19 -4.91 0.12
H -1.64 0.35 -6.00 0.13
H -0.75 -1.19 -5.96 0.13
O 0.35 -3.52 2.91 0.08
C -0.23 -3.58 1.86 -0.52
O -1.43 -3.01 1.66 0.01
C -1.93 -3.35 0.36 -0.15
C -0.69 -3.71 -0.46 -0.14
C 0.22 -4.30 0.61 -0.07
H -2.61 -4.19 0.47 0.10
H -2.47 -2.50 -0.05 0.13
H -0.91 -4.39 -1.28 0.11
H -0.25 -2.80 -0.88 0.11
H 0.04 -5.37 0.75 0.13
H 1.27 -4.12 0.42 0.12
O -2.54 -7.22 0.79 0.12
C -3.11 -6.90 1.80 -0.49
O -3.48 -5.63 2.04 0.00
C -4.03 -5.52 3.37 -0.14
C -4.50 -6.92 3.72 -0.15
C -3.49 -7.79 2.97 -0.07
H -3.25 -5.15 4.04 0.13
H -4.84 -4.79 3.35 0.13
H -4.53 -7.10 4.79 0.12
H -5.50 -7.09 3.32 0.12
H -2.59 -7.97 3.56 0.13
H -3.90 -8.73 2.62 0.13
O 5.59 3.84 2.49 0.10
C 6.04 3.05 3.27 -0.49
O 6.45 3.40 4.51 0.03
C 7.02 2.27 5.19 -0.15
C 6.43 1.05 4.49 -0.15
C 6.25 1.56 3.06 -0.07
H 8.10 2.32 5.09 0.13
H 6.76 2.33 6.24 0.12
H 7.06 0.16 4.57 0.12
H 5.45 0.81 4.92 0.12
H 7.14 1.43 2.46 0.13
H 5.39 1.13 2.56 0.12
O -4.08 -7.07 -5.18 0.12
C -4.32 -6.00 -4.70 -0.49
O -4.57 -4.90 -5.44 0.02
C -4.72 -3.74 -4.59 -0.15
C -5.09 -4.30 -3.23 -0.15
C -4.36 -5.64 -3.22 -0.07
H -3.77 -3.20 -4.57 0.10
H -5.48 -3.10 -5.02 0.12
H -4.82 -3.63 -2.41 0.11
H -6.17 -4.47 -3.17 0.12
H -3.33 -5.54 -2.87 0.13
H -4.87 -6.41 -2.66 0.12
O -3.10 2.77 2.15 0.13
C -2.92 3.79 1.56 -0.48
O -1.69 4.16 1.11 0.00
C -1.75 5.47 0.52 -0.15
C -3.21 5.67 0.14 -0.15
C -3.93 4.86 1.21 -0.07
H -1.41 6.19 1.27 0.13
H -1.07 5.50 -0.33 0.12
H -3.50 6.72 0.10 0.11
H -3.39 5.23 -0.84 0.12
H -4.13 5.45 2.11 0.13
H -4.85 4.41 0.86 0.13
```

Its SMILES is CC[C@H](I)OC(=O)NCCCO.O=C1CCCO1.O=C1CCCO1.O=C1CCCO1.O=C1CCCO1.O=C1CCCO1.O=C1CCCO1. The HOMO energy is -0.3347 Ha. The calculation puts the gap between HOMO and LUMO at 9.6 eV. The net charge is 0. Its energy above the lowest of the compared OMol25 structures with the same formula, charge and spin is 0.0 kcal/mol.


Record 6
A structure of composition C56H65I2N9O3Sr, computed with ωB97M-V/def2-TZVPD.

Structure (XYZ):
```
136
Properties=species:S:1:pos:R:3:lowdin_charge:R:1
Sr 0.26 0.44 -0.42 0.96
I 4.09 -1.92 -0.19 0.81
C 4.83 -0.76 -1.69 -0.66
I 2.71 1.97 -1.42 0.01
H 4.83 -1.19 -2.68 -0.05
H 5.49 0.04 -1.41 -0.06
C -3.32 2.48 1.94 -0.04
C -3.61 1.67 0.67 -0.37
C -5.03 1.11 0.71 -0.05
C -3.40 2.48 -0.59 -0.17
C -4.07 3.69 -0.74 -0.05
C -3.94 4.44 -1.90 -0.08
C -3.13 3.97 -2.92 -0.04
C -2.46 2.76 -2.81 -0.14
C -1.56 2.31 -3.95 -0.36
C -0.40 3.29 -4.15 -0.06
C -2.34 2.10 -5.25 -0.05
C -2.60 2.01 -1.63 -0.21
N -1.85 0.80 -1.50 -0.06
C -2.30 -0.30 -2.10 -0.23
C -1.47 -1.47 -2.26 -0.22
N -0.21 -1.52 -1.84 -0.04
C 0.62 -2.60 -2.27 -0.20
C 1.32 -2.47 -3.47 -0.14
C 2.20 -3.49 -3.83 -0.04
C 2.38 -4.61 -3.03 -0.08
C 1.65 -4.73 -1.86 -0.06
C 0.76 -3.74 -1.47 -0.18
C -0.08 -3.90 -0.21 -0.38
C 0.74 -3.61 1.05 -0.06
C -0.75 -5.27 -0.12 -0.06
C 1.14 -1.27 -4.38 -0.36
C 0.46 -1.68 -5.69 -0.05
C 2.46 -0.55 -4.65 -0.07
C -2.27 -2.48 -3.01 -0.08
C -2.05 -3.76 -3.43 0.00
C -3.10 -4.44 -4.12 -0.06
C -4.32 -3.86 -4.37 -0.03
C -4.56 -2.53 -3.93 -0.16
C -5.76 -1.78 -4.10 -0.03
C -5.85 -0.51 -3.61 -0.06
C -4.77 0.13 -2.93 -0.01
C -3.60 -0.57 -2.75 -0.09
C -3.53 -1.89 -3.26 -0.10
H -3.43 1.85 2.83 0.07
H -4.00 3.32 2.04 0.08
H -2.30 2.87 1.93 0.06
H -2.91 0.83 0.64 0.09
H -5.77 1.92 0.69 0.08
H -5.20 0.52 1.61 0.06
H -5.23 0.47 -0.16 0.07
H -4.70 4.06 0.06 0.11
H -4.47 5.38 -2.00 0.10
H -3.03 4.56 -3.83 0.11
H -1.12 1.35 -3.67 0.11
H -0.77 4.27 -4.47 0.08
H 0.29 2.92 -4.92 0.08
H 0.17 3.42 -3.23 0.04
H -2.74 3.05 -5.62 0.08
H -3.17 1.41 -5.10 0.07
H -1.69 1.69 -6.02 0.08
H 2.76 -3.40 -4.75 0.11
H 3.07 -5.39 -3.33 0.10
H 1.78 -5.62 -1.24 0.11
H -0.86 -3.15 -0.27 0.09
H 1.61 -4.27 1.09 0.08
H 0.14 -3.77 1.95 0.08
H 1.09 -2.58 1.07 0.03
H -0.02 -6.07 0.04 0.07
H -1.30 -5.51 -1.03 0.07
H -1.45 -5.30 0.72 0.08
H 0.47 -0.57 -3.88 0.11
H 1.09 -2.38 -6.25 0.08
H 0.29 -0.80 -6.32 0.08
H -0.50 -2.16 -5.52 0.07
H 3.15 -1.18 -5.21 0.08
H 2.94 -0.25 -3.71 0.01
H 2.28 0.35 -5.23 0.08
H -1.10 -4.27 -3.28 0.11
H -2.92 -5.46 -4.46 0.10
H -5.09 -4.41 -4.90 0.11
H -6.61 -2.23 -4.62 0.11
H -6.77 0.05 -3.75 0.10
H -4.89 1.14 -2.57 0.11
C -3.85 -0.85 4.41 -0.06
O -2.53 -0.59 3.94 -0.02
C -2.18 -0.84 2.66 -0.57
O -1.07 -0.54 2.28 0.07
N -3.15 -1.43 1.88 0.01
N -2.85 -1.71 0.55 0.09
H -3.87 -0.48 5.43 0.10
H -4.07 -1.92 4.41 0.10
H -4.59 -0.31 3.82 0.08
H -3.97 -1.82 2.30 0.13
H -3.59 -1.36 -0.05 0.09
H -2.73 -2.71 0.41 0.09
N 3.05 0.31 7.10 0.16
C 3.12 0.78 8.39 -0.19
C 3.79 0.31 9.53 -0.02
C 3.63 1.05 10.68 -0.10
C 2.85 2.22 10.70 -0.10
C 2.19 2.67 9.57 -0.02
C 2.34 1.93 8.40 -0.23
N 1.80 2.16 7.14 0.18
C 2.25 1.18 6.40 -0.28
C 1.96 1.01 4.97 -0.13
C 2.37 -0.11 4.25 0.00
C 2.08 -0.19 2.90 -0.14
N 1.42 0.75 2.24 0.02
C 1.01 1.82 2.94 -0.12
C 1.25 1.99 4.29 0.01
H 3.52 -0.49 6.72 0.15
H 4.40 -0.58 9.51 0.11
H 4.13 0.73 11.59 0.10
H 2.75 2.77 11.63 0.10
H 1.59 3.56 9.59 0.11
H 2.91 -0.93 4.72 0.11
H 2.41 -1.04 2.33 0.05
H 0.46 2.57 2.38 0.08
H 0.91 2.87 4.81 0.11
N -0.30 3.06 0.17 0.14
C 0.16 4.12 0.12 -0.27
N 0.66 5.34 0.07 -0.08
C 0.45 6.31 1.14 -0.11
C 0.21 7.66 0.50 -0.19
O 1.28 8.01 -0.37 -0.13
C 1.41 7.06 -1.43 -0.18
C 1.72 5.68 -0.90 -0.13
H 1.34 6.35 1.78 0.13
H -0.41 6.00 1.74 0.13
H 0.16 8.44 1.26 0.13
H -0.73 7.64 -0.06 0.13
H 2.23 7.41 -2.06 0.13
H 0.49 7.04 -2.02 0.13
H 2.68 5.67 -0.39 0.13
H 1.74 4.93 -1.69 0.07
```

The HOMO energy (spin up / spin down) is -0.2628 / -0.2189 Ha. The calculation puts the gap between HOMO and LUMO (spin up / spin down) at 7.1 / 5.9 eV. The net charge is 0. Its energy above the lowest of the compared OMol25 structures with the same formula, charge and spin is 13.9 kcal/mol.


Record 7
A structure of composition C30H43BCrF3N9S4, computed with ωB97M-V/def2-TZVPD.

Structure (XYZ):
```
91
Properties=species:S:1:pos:R:3:lowdin_charge:R:1
Cr 0.34 0.16 0.70 -0.03
C -3.11 2.96 1.34 -0.04
C -3.68 3.06 -0.08 -0.54
C -5.18 3.36 0.03 -0.05
C -3.02 4.18 -0.88 -0.04
N -3.50 1.75 -0.79 0.02
C -4.54 0.97 -1.26 -0.02
C -4.00 -0.10 -1.86 -0.03
N -2.63 0.01 -1.77 0.04
B -1.73 -1.05 -2.45 -0.55
N -1.47 -2.29 -1.56 0.04
C -1.26 -3.51 -2.17 -0.03
C -1.11 -4.44 -1.20 -0.02
N -1.24 -3.78 0.01 0.02
C -1.43 -2.47 -0.23 -0.61
S -1.60 -1.22 0.97 0.75
C -1.14 -4.47 1.35 -0.54
C -2.44 -4.26 2.12 -0.04
C -0.94 -5.96 1.13 -0.05
C 0.07 -3.92 2.11 -0.04
N -0.43 -0.42 -3.04 0.04
C -0.49 0.26 -4.24 -0.03
C 0.74 0.73 -4.51 -0.02
N 1.57 0.34 -3.46 0.02
C 0.82 -0.35 -2.57 -0.62
S 1.36 -1.07 -1.08 0.73
C 3.03 0.65 -3.38 -0.54
C 3.82 -0.66 -3.39 -0.04
C 3.43 1.46 -4.61 -0.05
C 3.32 1.48 -2.13 -0.05
C -2.33 1.14 -1.10 -0.60
S -0.75 1.75 -0.70 0.72
H -3.40 3.85 1.90 0.10
H -2.03 2.88 1.33 0.04
H -3.53 2.09 1.85 0.10
H -5.29 4.31 0.54 0.10
H -5.71 2.60 0.61 0.09
H -5.65 3.45 -0.95 0.09
H -3.19 5.13 -0.37 0.10
H -3.46 4.24 -1.88 0.10
H -1.95 4.03 -0.97 0.04
H -5.57 1.24 -1.15 0.12
H -4.47 -0.93 -2.36 0.13
H -2.36 -1.45 -3.40 0.13
H -1.25 -3.62 -3.24 0.13
H -0.96 -5.50 -1.28 0.12
H -3.28 -4.68 1.56 0.10
H -2.64 -3.21 2.32 0.04
H -2.38 -4.78 3.07 0.10
H -1.77 -6.41 0.57 0.09
H -0.90 -6.44 2.10 0.10
H 0.00 -6.18 0.62 0.09
H -0.07 -2.89 2.40 0.03
H 0.96 -3.99 1.49 0.09
H 0.22 -4.53 3.01 0.09
H -1.40 0.33 -4.80 0.13
H 1.09 1.29 -5.35 0.12
H 3.57 -1.25 -4.27 0.10
H 3.61 -1.26 -2.50 0.04
H 4.89 -0.44 -3.41 0.09
H 3.28 0.91 -5.54 0.09
H 4.49 1.69 -4.53 0.09
H 2.89 2.41 -4.66 0.09
H 3.16 0.90 -1.23 0.01
H 2.67 2.36 -2.10 0.09
H 4.35 1.81 -2.17 0.10
F 3.23 3.50 3.52 0.13
C 2.01 4.06 3.55 -0.60
F 1.93 4.91 2.51 0.15
F 1.93 4.79 4.67 0.15
C 0.93 3.01 3.50 -0.10
C 0.02 2.89 4.53 0.03
C -0.95 1.88 4.49 -0.03
C -0.97 1.04 3.41 -0.12
N -0.10 1.17 2.40 -0.12
C 0.85 2.13 2.41 -0.64
S 1.84 2.06 0.99 0.72
H 0.07 3.56 5.37 0.13
H -1.67 1.76 5.29 0.11
H -1.68 0.23 3.32 0.10
C 4.75 0.15 2.78 -0.01
N 4.08 -0.93 2.05 -0.15
C 4.89 -1.79 1.17 0.00
C 2.79 -0.94 1.95 -0.26
N 1.64 -0.94 1.84 0.08
H 5.28 0.80 2.08 0.10
H 5.46 -0.28 3.49 0.10
H 4.01 0.74 3.31 0.09
H 5.82 -2.02 1.68 0.10
H 5.10 -1.29 0.23 0.09
H 4.36 -2.72 0.98 0.10
```

As for the spin multiplicity: 2. The HOMO energy (spin up / spin down) is -0.3809 / -0.3758 Ha. The calculation puts the gap between HOMO and LUMO (spin up / spin down) at 7.2 / 7.6 eV. The net charge is +1. Its expectation value of S² is 0.762.


Record 8
An isolated molecule of C21H34N2O3, computed with ωB97M-V/def2-TZVPD.

Structure (XYZ):
```
60
Properties=species:S:1:pos:R:3:nbo_charge:R:1
C -6.90 -1.14 2.41 -0.61
C -7.17 -0.16 1.28 -0.40
C -7.03 -0.79 -0.11 -0.39
H -7.39 -0.08 -0.85 0.20
C -5.60 -1.20 -0.49 -0.39
H -5.66 -1.73 -1.44 0.21
C -4.62 -0.03 -0.64 -0.22
C -3.76 -0.19 -1.89 -0.39
C -2.79 0.98 -2.07 -0.40
H -2.16 0.79 -2.94 0.22
C -1.91 1.19 -0.84 -0.31
C -0.89 0.07 -0.68 0.69
O -0.88 -0.96 -1.32 -0.63
N 0.03 0.32 0.29 -0.63
H 0.08 1.24 0.69 0.40
C 1.15 -0.56 0.54 -0.21
H 0.88 -1.54 0.16 0.25
H 1.32 -0.61 1.62 0.19
C 2.41 -0.07 -0.20 -0.10
C 2.81 1.30 0.25 0.26
C 2.86 1.90 1.48 -0.33
C 3.36 3.21 1.28 -0.31
C 3.58 3.31 -0.06 0.08
O 3.25 2.17 -0.69 -0.40
H 3.96 4.11 -0.66 0.21
H 3.53 3.95 2.02 0.23
H 2.57 1.46 2.42 0.23
N 3.48 -1.06 -0.09 -0.43
C 4.52 -0.89 -1.09 -0.25
H 4.06 -0.83 -2.08 0.21
C 5.45 -2.10 -1.04 -0.07
O 6.04 -2.24 0.23 -0.52
C 5.04 -2.38 1.21 -0.07
C 4.10 -1.17 1.22 -0.26
H 3.33 -1.33 1.98 0.20
H 4.68 -0.27 1.48 0.18
H 5.56 -2.47 2.17 0.19
H 4.45 -3.29 1.03 0.17
H 6.28 -1.98 -1.75 0.19
H 4.88 -3.00 -1.29 0.17
H 5.11 0.03 -0.92 0.17
H 2.16 -0.01 -1.26 0.23
C -2.78 1.32 0.42 -0.39
C -3.70 0.11 0.57 -0.40
H -3.09 -0.79 0.66 0.20
H -4.28 0.22 1.49 0.21
H -2.15 1.43 1.31 0.20
H -3.39 2.23 0.33 0.20
H -1.34 2.12 -0.97 0.22
H -3.36 1.90 -2.25 0.20
H -3.18 -1.11 -1.81 0.23
H -4.40 -0.26 -2.77 0.20
H -5.20 0.90 -0.74 0.19
H -5.21 -1.91 0.25 0.20
H -7.67 -1.67 -0.15 0.20
H -8.20 0.21 1.38 0.20
H -6.51 0.70 1.36 0.19
H -7.08 -0.66 3.38 0.21
H -7.56 -2.00 2.34 0.20
H -5.87 -1.49 2.39 0.20
```

Its SMILES is CCCC[C@H]1CC[C@@H](C(=O)NC[C@@H](c2ccco2)N2CCOCC2)CC1. The HOMO energy is -0.3189 Ha. The calculation puts the gap between HOMO and LUMO at 9.3 eV. The net charge is 0. Its energy above the lowest of the compared OMol25 structures with the same formula, charge and spin is 0.4 kcal/mol.


Sequential max |F| output: 4.08, 1.89, 5.67, 5.37, 2.45, 1.86, 0.52, 0.86 eV Å⁻¹
Sequential energy output: -526.482326, -632.686515, -340.986983, -917.127940, -2692.364392, -3517.681065, -4623.492530, -1155.825727 hartree